Computed, not measured: C42H54IrN9OSSe2 as an isolated structure, with ωB97M-V with the def2-TZVPD basis set.

```
110
C42H54IrN9OSSe2 ωB97M-V with the def2-TZVPD basis set
Ir 1.18517 -0.70993 0.97417
Se 2.16802 -1.49866 3.15986
Se 4.62622 -0.91206 2.01955
S 0.45560 -3.20033 0.40671
O -6.12041 2.13240 0.20196
N 1.67743 1.56734 -1.15603
N -7.32151 0.16723 0.52363
N 0.75434 -5.63219 -0.69174
N 2.66961 -4.76403 0.40093
N 1.49553 1.42992 1.14820
N 2.80468 -1.12619 -0.28538
N 2.96051 3.05693 0.20506
N -0.20820 -0.67228 2.40469
N -7.13218 1.13384 -1.64223
C 0.35483 2.85171 2.80448
C 0.28146 3.31680 4.13615
C -0.20158 -1.23284 4.73922
C 2.55848 2.61248 4.44238
C 2.63342 2.10930 3.19222
C -2.21463 -0.41143 3.66693
C 1.35334 -4.64916 0.02140
C 4.28939 4.54338 -3.42792
C 1.78395 5.57142 -0.69920
C -0.32548 1.19512 -2.59086
C -6.81362 1.21023 -0.26858
C -6.86983 2.35169 -2.39305
C 3.75121 -1.30352 -2.50598
C -1.67580 0.70840 -2.66135
C 1.37698 3.21504 4.96086
C 0.21510 1.96307 -3.77403
C 5.01042 -0.87317 -1.99445
C 0.94229 -7.07595 -0.47142
C 2.89460 4.81216 -1.39732
C 5.22259 -0.75910 -0.61053
C 1.49090 2.16863 2.37045
C 0.13146 -7.90568 -1.42816
C 3.17811 5.12051 -2.72572
C 5.14880 3.71810 -2.69361
C -0.80242 3.27967 1.93713
C 0.39456 -1.14417 3.50102
C -7.04287 -0.12266 -2.37524
C 5.10503 -5.09982 0.42566
C 4.67724 3.10067 -1.53784
C 3.81077 -5.28449 -0.38267
C -6.90252 0.19711 1.87960
C -8.50022 -0.71691 0.35719
C -1.27852 -0.68070 -0.73460
C -0.00964 -0.15486 -0.59914
C 3.60576 3.70234 -0.83819
C 0.39852 0.90996 -1.41375
C 2.08193 1.98235 0.07405
C -1.59444 -0.91181 4.80493
C 2.71480 -1.29978 -1.65726
C 4.03568 -0.92983 0.19897
C -1.46868 -0.21360 2.48698
C -2.17570 -0.11441 -1.67017
H 3.48576 1.59350 2.74626
H 0.33322 -1.43059 5.67556
H 6.17440 3.53822 -3.12222
H -0.95502 -7.96647 -1.29226
H -5.77349 2.50528 -2.66537
H -1.83680 0.33726 1.65403
H 5.88306 -5.58793 -0.10108
H -0.58288 3.88377 4.48230
H -1.70744 3.16516 2.53203
H -5.98572 0.84932 2.04109
H -3.26404 -0.33876 -1.66207
H 0.14888 3.01524 -3.70375
H -0.65099 4.36406 1.63416
H 5.14148 -5.66856 1.39544
H 0.86350 5.23814 -1.19053
H 3.17770 3.18535 1.14670
H 5.13886 2.19503 -1.12007
H 3.75047 -6.37783 -0.48595
H -0.39294 1.71440 -4.61725
H 2.97080 -3.95733 1.00734
H -2.27226 1.05377 -3.48944
H -7.20015 -0.99314 -1.74241
H 0.53844 -8.93000 -1.43428
H -0.91151 2.68391 0.99938
H 1.70898 -1.45920 -2.07799
H 4.56782 4.97513 -4.41920
H -6.66394 -0.82583 2.24093
H 3.45310 2.65624 5.05554
H 0.54941 -7.23084 0.54639
H -2.04781 -1.01101 5.77468
H 1.97822 -7.41745 -0.40869
H -0.22562 -5.43238 -0.84013
H 0.32728 -7.48870 -2.43216
H 2.55747 5.89065 -3.20525
H -7.14764 3.22945 -1.78607
H -1.54582 -1.62840 -0.25084
H 1.31466 1.80657 -3.99687
H -6.05933 -0.28092 -2.79243
H 3.84844 -4.76747 -1.33950
H -8.99770 -0.59413 -0.60356
H 2.24928 1.84936 -1.96996
H -8.14780 -1.79705 0.44803
H -7.48034 2.28575 -3.32705
H 6.21318 -0.57899 -0.16598
H 1.42630 3.66177 5.94339
H -3.27958 -0.16574 3.73162
H 5.29586 -4.03591 0.58028
H 3.57565 -1.58689 -3.56337
H 1.91633 6.64667 -0.91642
H -7.81645 -0.08344 -3.16639
H -7.67171 0.54187 2.55795
H -9.27870 -0.49470 1.08460
H 1.79248 5.44732 0.41407
H 5.93421 -0.91177 -2.62112
```

Results
* HOMO (spin up / spin down): -9.762 / -11.573 eV
* F_max: 0.0662 hartree/bohr
* Kohn-Sham gap (spin up / spin down): 0.20777 / 0.07688 Ha
* DFT total energy: -204237.63596 eV
* charge: +2
* multiplicity: 5
* ⟨S²⟩: 6.05